Computed, not measured: a 5-piece molecular cluster, C31H40NO overall, with wB97M-V/def2-TZVPD.

E (Eh): -1334.9805
HOMO energy (eV): -10.711
Kohn-Sham gap (eV): 7.680
LUMO energy (eV): -3.03
Spin multiplicity: 1
Net charge: +1

XYZ file:
```
73
C31H40NO, DFT wB97M-V/def2-TZVPD
O 1.2333 -1.1035 0.3296
N -0.1815 -0.2474 2.5939
C 5.1778 -2.9344 2.9504
C 4.1591 -3.0021 3.8928
C 4.8490 -0.8803 4.7923
C -0.5763 2.7548 3.0165
C 3.3449 -3.4332 -1.1100
C 6.0304 -1.8390 2.9285
C -2.1437 3.1494 -1.4004
C -3.7790 4.8458 -1.8614
C -6.0219 1.1353 -6.9659
C 3.6521 -5.6261 -2.0300
C 1.0543 0.2975 0.4208
C -5.6141 1.8237 -4.6989
C 4.6069 -3.4909 -0.5430
C -4.4857 2.6177 -1.2925
C -4.7943 3.9268 -1.6360
C 0.5996 2.8504 3.9828
C -6.9820 1.8797 -4.4710
C -0.2643 2.0504 1.6877
C 1.4989 -1.7193 1.5716
C -5.1340 1.4516 -5.9472
C -7.3899 1.1907 -6.7366
C 0.2060 -1.6982 2.3516
C 5.8658 -0.8122 3.8492
C -7.8708 1.5633 -5.4892
C 4.9190 -5.6846 -1.4608
C 3.9957 -1.9764 4.8155
C -2.4511 4.4584 -1.7439
C 2.8555 -4.5033 -1.8456
C -3.1586 2.2287 -1.1755
C 0.5944 0.8053 1.7954
C 5.3955 -4.6208 -0.7055
H 1.8009 -2.7489 1.3822
H 2.3229 -1.2281 2.1049
H 6.8273 -1.7870 2.1975
H 1.4656 1.0029 2.4205
H 5.2981 -3.7365 2.2343
H -1.1064 2.8434 -1.3238
H 1.9926 0.8198 0.2023
H -5.6485 0.8473 -7.9401
H -1.4304 2.2690 3.5034
H -4.9250 2.0730 -3.9027
H -4.0672 1.4110 -6.1273
H 0.3249 0.5673 -0.3466
H -0.0358 -0.0188 3.5778
H -5.8284 4.2287 -1.7387
H 3.2841 -6.4609 -2.6121
H 1.8634 -4.4631 -2.2768
H 2.7433 -2.5450 -0.9620
H -1.6597 5.1741 -1.9246
H 3.2197 -2.0420 5.5685
H -8.9376 1.6084 -5.3118
H -1.2005 1.7659 1.1888
H 4.9632 -2.6517 0.0419
H -2.9193 1.2000 -0.9291
H -0.5723 -2.1360 1.7296
H -1.1819 -0.1212 2.4278
H 0.2350 -2.2104 3.3115
H 4.7343 -0.0886 5.5218
H 1.4982 3.2325 3.4910
H 5.5329 -6.5645 -1.6018
H -5.2785 1.8985 -1.1309
H 0.8676 1.8951 4.4492
H 0.2312 2.7372 0.9956
H -4.0228 5.8636 -2.1356
H -7.3587 2.1731 -3.4984
H -8.0820 0.9449 -7.5315
H -0.9238 3.7602 2.7759
H 6.5381 0.0358 3.8393
H 3.5046 -3.8650 3.9178
H 0.3625 3.5328 4.7991
H 6.3777 -4.6739 -0.2527
```